Here is a cluster of 2 separate species, C22H22F3 in total in a non-equilibrium geometry from the OMol25 dataset. Energies are from ωB97M-V with the def2-TZVPD basis set.

Summary:
energy relative to the best compared isomer or geometry (same formula, charge and spin)	0.000	eV
2S+1	1
net charge	+1
max |F|	1.51	eV/Å
E_LUMO	-6.02	eV

Each line ends with the natural charge from an NBO analysis.
Positions of all 47 atoms, in Å:
C: -4.528 3.414 1.470  -0.6894
C: -3.050 3.274 1.589  0.2917
C: -2.530 2.142 2.153  -0.2930
C: -1.166 1.862 2.069  0.0685
H: 0.313 -0.497 -0.187  0.2069
C: -0.248 2.764 1.458  -0.0898
C: 1.207 2.372 1.407  -0.6415
C: -0.717 3.915 0.890  0.0332
C: -2.153 4.327 1.027  -0.5679
H: -4.820 4.385 1.055  0.2435
H: -4.913 2.615 0.807  0.2724
H: -5.059 3.287 2.433  0.2691
H: -3.217 1.436 2.658  0.2521
H: -0.799 0.853 2.267  0.2450
H: 1.296 1.343 1.782  0.2284
H: 1.610 2.425 0.384  0.2478
H: 1.833 3.000 2.053  0.2510
H: -0.055 4.571 0.315  0.2417
H: -2.482 4.490 -0.016  0.3060
H: -2.288 5.292 1.571  0.3286
F: 5.093 -5.158 0.581  -0.3232
C: 4.429 -4.476 1.568  0.9679
F: 4.019 -5.393 2.493  -0.3228
F: 5.334 -3.663 2.202  -0.3269
C: 3.282 -3.700 0.983  -0.0932
C: 2.035 -3.788 1.591  -0.1837
C: 0.964 -3.108 1.011  -0.2214
C: 1.120 -2.358 -0.167  0.0020
C: -0.028 -1.447 -0.575  -0.4319
C: -0.427 -1.108 -1.997  -0.0216
C: -1.548 -0.271 -2.164  -0.2205
C: -1.824 0.294 -3.406  -0.2088
C: -0.932 0.065 -4.465  -0.2161
C: 0.112 -0.863 -4.334  -0.1950
C: 0.317 -1.510 -3.110  -0.2134
C: 2.399 -2.264 -0.730  -0.2172
C: 3.495 -2.914 -0.149  -0.1891
H: 1.898 -4.365 2.506  0.2404
H: 0.009 -3.109 1.533  0.2095
H: -0.899 -1.762 0.019  0.2165
H: -2.173 -0.055 -1.297  0.1939
H: -2.741 0.866 -3.554  0.2162
H: -1.045 0.645 -5.380  0.2220
H: 0.737 -1.115 -5.192  0.2267
H: 1.076 -2.288 -3.003  0.2257
H: 2.562 -1.608 -1.584  0.2211
H: 4.499 -2.821 -0.567  0.2386